Record 1
The following is a quantum chemistry calculation of C27H45BrN2OP2W as an isolated structure at a distorted geometry, from OMol25.

Each line ends with the Löwdin charge.
Geometry (Å):
C -0.0603 -2.3210 -1.8862  -0.039
H -1.7043 -1.2667 -0.9368  0.114
H -2.8522 0.7553 2.9797  0.114
C -3.7620 0.6267 1.1123  -0.570
H -1.7672 2.5765 -0.2669  0.100
H -1.0129 -3.3125 2.4071  0.075
H 1.5233 -1.3067 3.3637  0.104
H 3.0055 -1.4819 1.5032  0.101
P 0.8904 -1.0730 1.0470  1.044
C -2.9041 -3.3533 0.2710  0.046
H -4.3372 -4.5658 1.3735  0.148
H 1.8391 1.2235 3.1975  0.073
H 0.1724 -3.1534 3.7171  0.096
C 0.0337 -3.4870 2.6804  -0.097
H -0.3634 3.6252 -2.8322  0.004
H 2.1283 -2.1969 -3.6175  0.156
H -4.9269 1.6529 2.6316  0.100
C -1.0323 3.7456 -1.9665  -0.107
H 0.0268 -4.6755 -0.9278  0.117
H -0.7530 4.6493 -1.4101  0.081
C -1.4470 -5.6883 0.2429  -0.069
H -2.1270 -0.3687 1.8630  0.064
H -2.0510 3.8854 -2.3494  0.112
C -0.9248 -4.5767 -0.4195  0.001
C 2.8516 -0.6632 0.7867  -0.437
H 3.2373 4.1288 -0.1532  0.108
H -1.4142 1.6356 -1.7152  0.058
H -0.2198 -1.0579 3.2635  0.092
H -3.5122 -2.4454 0.2724  0.116
C 1.0554 -2.8828 1.7071  -0.339
O -3.7529 0.0698 0.0072  0.005
H 1.0396 5.0025 0.3951  0.070
H 4.4091 -1.8717 -0.2685  0.129
H 0.8254 -2.8971 -1.5860  0.119
W 1.7785 0.0630 -0.9198  1.126
C 3.9536 -0.8726 -0.3108  -0.088
H 3.5413 -0.7469 -1.3712  0.047
P 0.5581 1.9550 -0.3323  0.888
N -2.6284 -5.6706 0.8505  0.153
C -1.0540 2.4872 -1.1099  -0.328
Br 1.5749 2.8083 -4.3271  0.941
H 0.5117 4.8701 2.0771  0.115
H 1.7724 2.4037 -2.2276  -0.083
C -0.8249 -0.5492 -3.4490  0.018
H 1.0086 0.6232 4.6154  0.121
N -2.8084 0.3556 2.0533  0.155
C 0.6840 2.9868 1.1868  -0.366
H 2.0110 -2.8285 2.2523  0.090
C -4.7636 1.6622 1.5454  0.019
C 0.9286 0.7220 3.5266  -0.111
H -1.1294 1.5049 -4.1379  0.146
C -1.1587 -2.2023 -1.0771  -0.007
H 0.1707 -4.5747 2.7126  0.112
H 3.0133 1.6927 -1.0745  0.090
H 2.9997 0.2687 1.3533  0.093
C 2.1347 2.4368 -1.1830  -0.470
C 1.5084 -1.3118 -3.5465  0.004
C 0.3633 4.4660 1.0689  -0.083
C 2.7400 3.8653 -1.0956  -0.067
H 0.0114 2.4942 1.9041  0.056
H -1.8857 -0.8699 -3.4358  0.171
H -0.8878 -6.6230 0.2667  0.142
H 3.4990 3.9177 -1.8831  0.099
H 4.7960 -0.1644 -0.1994  0.132
H -4.4110 2.6613 1.2556  0.099
H 1.7243 2.8314 1.5184  0.091
C -0.4302 0.7079 -3.8783  -0.061
H 2.9179 0.2058 -4.2595  0.131
H -0.6794 4.6469 0.7737  0.090
C 0.2029 -1.3962 -2.9737  -0.259
C -1.6638 -3.3785 -0.4139  -0.211
H 1.9803 4.6137 -1.3456  0.091
C -3.3562 -4.5399 0.8698  -0.042
C 1.9163 -0.0603 -3.9907  -0.103
C 0.7498 -0.6501 2.9345  -0.328
C 0.9470 0.9270 -3.9425  -0.538
H -5.7088 1.4694 1.0428  0.106
H 0.0820 1.3867 3.3581  0.061
H 1.1972 -3.5263 0.8329  0.070

Computed properties:
* net charge: +4
* spin multiplicity: 3
* energy relative to the best compared isomer or geometry (same formula, charge and spin): 39.9 kcal per mole
* HOMO-LUMO gap (spin up / spin down): 4.3 / 4.5 eV
* E_LUMO (spin up / spin down): -15.449 / -15.295 eV

---

Record 2
The following is a quantum chemistry calculation of C27H45N3O3PS2W as an isolated structure at a distorted geometry, from OMol25.

Each line ends with the Löwdin charge.
Geometry (Å):
N 2.3540 -0.0024 2.7623  0.000
C 3.5819 -2.7570 -2.9341  -0.044
C 1.2991 3.2749 0.6195  -0.260
H -1.8853 3.2198 3.7232  0.098
H 4.3560 -3.2154 -2.3340  0.120
C -2.8934 -0.0043 1.8521  -0.103
H 2.6018 -1.9236 -1.2491  0.000
O -1.2715 0.1748 0.7156  -0.465
C -1.9782 -1.3570 -4.0202  -0.059
H -0.3084 -3.3829 -3.3564  0.093
H -0.4390 -3.3230 -1.6033  0.017
C 2.5799 -2.3454 -5.0739  -0.028
H -3.3634 -1.8573 -1.8982  0.110
C -2.0667 1.0797 3.8677  -0.199
S 0.5467 -2.3070 0.5243  0.442
H -0.0770 2.3283 -4.8693  0.108
H -3.5361 2.6228 3.7217  0.119
C 0.0732 1.1911 -3.0903  -0.663
H 0.1082 4.5484 -0.6481  0.089
H -1.3612 -0.4613 7.7424  0.115
H -1.3239 1.8314 5.7213  0.142
H 1.3190 2.9407 -3.0286  0.113
H 0.9591 0.9370 -5.0838  0.086
H -2.7853 -2.0836 -4.1351  0.110
C -1.1201 -0.3041 5.6313  -0.220
H -1.8612 -3.6758 -2.5680  0.111
H 2.2439 1.4418 -3.0645  0.100
C -2.4598 -1.3340 -1.5815  -0.108
H -1.1337 2.9426 -2.8196  0.106
H 4.8672 0.0487 3.0588  0.150
H 2.0913 3.1095 -0.1090  0.084
C 1.5792 -1.6020 -4.4714  -0.083
C 0.0311 1.2688 -4.6253  -0.057
C -1.3774 -1.6037 -2.6312  -0.643
C -2.5264 2.4177 3.3595  0.005
H 1.2211 5.4006 0.4140  0.107
O -3.8006 0.0074 1.1871  0.363
C -1.4759 0.9444 5.1166  0.022
H -2.1933 -1.7297 -0.5993  0.036
H -2.1905 -2.5117 1.7716  0.052
H 2.6116 -0.0397 3.7402  0.184
H 4.3623 -3.5015 -4.7885  0.127
C 1.3490 1.9147 -2.6542  -0.099
C -2.2850 -0.1048 3.1471  -0.139
H 1.7439 3.2649 1.6173  0.120
O 0.3884 2.1252 0.5351  -0.307
S 2.8252 0.4004 0.1334  0.758
C -1.9563 -1.3878 3.6169  -0.205
C 2.5817 -2.0140 -2.3247  -0.142
H -1.6986 -3.4738 3.1703  0.100
H 1.4484 1.9761 -1.5720  -0.011
H -1.2422 1.8546 -1.4356  0.046
N 0.9986 0.2082 2.4530  -0.038
C 0.5416 4.5508 0.3526  -0.037
H 0.8084 -1.1865 -5.0981  0.089
N 4.5393 0.1373 2.1068  0.176
C -1.3567 -1.4537 4.8646  0.024
H -1.2777 -1.5339 -4.8310  0.080
C -1.1689 1.8914 -2.5281  -0.072
H -2.5642 2.4744 2.2693  0.078
C -2.3078 -2.6311 2.8516  -0.007
C 3.2624 0.1585 1.7843  -0.710
H -0.8046 0.7491 -5.0812  0.076
H 0.0603 0.4486 7.2654  0.093
H -2.7118 -0.2772 -1.4825  0.068
H -2.0914 1.4755 -2.9279  0.083
H 2.5683 -2.4783 -6.1474  0.127
H 0.7176 1.1690 2.6575  0.121
H -0.2484 4.7099 1.0892  0.091
H -2.4156 -0.3681 -4.1283  0.080
H -3.3525 -2.8953 3.0337  0.120
H 0.4232 -0.4024 3.0412  0.098
C 1.5732 -1.4174 -3.0800  -0.365
C -0.5491 -0.4181 7.0132  -0.012
H 5.2418 0.2042 1.3839  0.137
H 0.0387 -1.3264 7.1328  0.092
W 0.3822 -0.2455 0.2708  1.013
P 0.1769 -0.5274 -2.3583  1.087
H -0.5229 2.4416 0.4808  0.075
H -1.1084 -2.4249 5.2757  0.141
C -0.9505 -3.0747 -2.5335  -0.079
C 3.5850 -2.9211 -4.3106  -0.026

Computed properties:
* net charge: +3
* spin multiplicity: 1
* energy relative to the best compared isomer or geometry (same formula, charge and spin): 16.9 kcal per mole
* HOMO-LUMO gap: 6.5 eV
* E_LUMO: -10.220 eV

---

Record 3
The following is a quantum chemistry calculation of one molecule with the formula C27H45NO at a distorted geometry, from OMol25.

Each line ends with the natural charge from an NBO analysis.
Geometry (Å):
H 3.3195 2.0980 -1.6314  0.198
H 5.0547 -0.3976 2.3760  0.217
H -0.9651 2.0311 1.7011  0.212
C 2.5963 -0.0449 -0.0849  -0.191
H 2.9972 3.3714 -0.4496  0.210
H 0.3807 3.5242 0.4120  0.198
C 1.4966 -0.9568 0.4746  -0.399
H 2.1649 1.6893 1.1542  0.197
C 6.7511 -1.0660 -0.3958  0.179
H 9.3102 -2.4877 -1.1471  0.479
H -4.7319 -2.5251 0.5813  0.197
C -1.2357 2.8125 -0.8751  -0.401
H -0.6036 -1.3527 0.3129  0.205
H -4.7340 -1.7012 -1.7071  0.204
H 3.7903 -2.5492 0.4456  0.209
H 4.5773 2.3598 1.1320  0.207
H 0.7236 3.6876 -1.3091  0.211
H -1.4957 3.1842 -1.8663  0.209
H 0.4412 1.0595 2.0946  0.207
H 4.2110 -1.8274 -1.1101  0.207
O 8.4298 -2.5531 -0.7541  -0.579
H 3.5089 -1.2437 2.4208  0.212
H -8.6545 -0.8512 0.2417  0.209
H -1.2717 0.8875 -1.8104  0.198
C -5.2576 -1.5906 0.3663  -0.387
H -2.6153 -0.9142 -1.5995  0.203
H 0.9441 1.3288 -1.5989  0.196
C 0.2527 3.0504 -0.5617  -0.416
C 5.0165 0.6264 -0.0033  0.098
C 5.8709 -2.1210 0.1985  -0.459
C 2.2112 1.4336 0.0926  -0.213
H -7.4260 -0.1295 -0.7901  0.200
H -2.7667 -1.1355 0.1373  0.192
H 6.9311 1.0354 -0.7736  0.219
H 6.1182 -3.0884 -0.2446  0.239
C -3.1729 -0.5939 -0.7173  -0.384
H 2.6501 -0.2212 -1.1675  0.200
C -6.7619 -1.8905 0.2888  -0.209
C 3.2657 2.3201 -0.5630  -0.388
H 1.7479 -1.9989 0.2737  0.210
C 4.6265 2.0696 0.0776  -0.438
H -1.1320 0.2984 1.9825  0.211
C 0.1224 -0.6780 -0.1420  -0.393
H -7.3444 0.0842 0.9615  0.205
H 3.5575 0.5211 2.4106  0.210
H -8.1413 -3.1654 -0.7771  0.208
H 1.4306 -0.8352 1.5548  0.198
H -1.8670 3.3392 -0.1616  0.199
H -3.2713 2.4128 1.0182  0.206
C 0.8445 1.6425 -0.5519  -0.196
C -0.2809 0.7826 0.0610  -0.002
H -5.0887 -0.9209 1.2112  0.199
N 7.9350 -1.2448 -0.8345  -0.137
C 4.0273 -0.3768 2.0193  -0.618
H -3.4915 1.4289 -1.3192  0.195
C 4.0038 -0.3902 0.4814  -0.080
H 6.0890 -2.1898 1.2681  0.222
H -4.6176 1.3270 0.7457  0.210
C -7.5950 -0.6159 0.1674  -0.608
C -1.4639 1.2837 -0.8046  -0.194
H -6.9503 -2.3858 -1.8126  0.201
H -7.0329 -2.3756 1.2351  0.194
H 0.1568 -0.9001 -1.2116  0.198
C 6.2386 0.2824 -0.4250  -0.251
C -2.9364 0.9110 -0.5240  -0.191
C -4.6516 -0.9766 -0.8960  -0.412
C -3.5329 1.3809 0.8017  -0.620
C 4.4038 -1.7859 -0.0347  -0.388
H 5.3905 2.6866 -0.3988  0.216
C -0.4967 1.0657 1.5480  -0.637
C -7.1002 -2.8568 -0.8444  -0.608
H -3.2063 0.7602 1.6297  0.202
H -6.4757 -3.7457 -0.7898  0.205
H -5.2189 -0.0929 -1.1891  0.195

Computed properties:
* spin multiplicity: 1
* energy relative to the best compared isomer or geometry (same formula, charge and spin): 4.0 kcal per mole
* HOMO-LUMO gap: 9.1 eV
* SMILES string: CC(C)CCC[C@@H](C)[C@H]1CC[C@H]2[C@@H]3CCC4=C/C(=N/O)CC[C@]4(C)[C@H]3CC[C@]12C
* E_LUMO: 0.742 eV

---

- What is the energy relative to the best compared isomer or geometry (same formula, charge and spin) in the first record?
  39.9 kcal per mole

---

- Among the records above, which one has the highest spin multiplicity?
  C27H45BrN2OP2W

---

- Which of these has the highest spin multiplicity?
  C27H45BrN2OP2W